C4H7NO2S | the ωB97M-V functional and the def2-TZVPD basis

## Properties
Gap between HOMO and LUMO in eV: 5.4778
Highest occupied orbital energy in eV: -10.2
Electronic energy in eV: -20677.381
Lowest unoccupied orbital energy in eV: -4.70
Spin multiplicity: 1
Energy above the lowest of the compared OMol25 structures with the same formula, charge and spin in kcal per mole: 123.5

The geometry in XYZ format:
```
15
Properties=species:S:1:pos:R:3:nbo_charge:R:1
O -1.2005 -2.1612 0.1795 -0.55
C -0.5423 -1.1904 0.4275 0.70
N -0.8409 -0.4433 1.5874 -0.67
C -0.5523 0.9131 1.7582 0.53
O -0.6437 1.4160 2.8459 -0.56
C 0.6889 -0.7524 -0.3578 -0.59
C 0.8406 -1.6555 -1.5994 -0.62
S 0.8690 1.9557 -2.0179 0.08
H -1.2061 -1.0106 2.3382 0.42
H -0.3876 1.5237 0.8521 0.14
H 0.7353 0.2335 -0.8391 0.24
H 1.5842 -0.8156 0.2953 0.23
H 0.2930 -2.6122 -1.4935 0.24
H 0.4769 -1.1068 -2.4849 0.19
H 1.8124 -1.9430 -2.0315 0.22
```